Record 1
# C3H5N

One molecule with the formula C3H5N in a non-equilibrium geometry (wB97M-V/def2-TZVPD, the OMol25 dataset).

Results
Gap between HOMO and LUMO   10.57 eV
Electronic energy   -4679.8965 eV
ΔE to the lowest compared entry with this formula, charge and spin   1.961 eV
HOMO energy   -9.557 eV
SMILES   C#CCN

The geometry in XYZ format:
```
9
Properties=species:S:1:pos:R:3:forces:R:3:nbo_charge:R:1
C 2.006176 -0.899129 -0.093304 -2.02 0.89 0.18 -0.236
C 0.836458 -0.573529 -0.016835 1.35 -0.29 -0.32 -0.021
C -0.610017 -0.273215 0.073088 0.04 0.34 0.36 -0.296
N -0.941883 1.128129 -0.347078 1.04 -0.33 0.49 -0.823
H 3.050601 -1.051934 -0.152336 0.22 -0.21 -0.01 0.233
H -0.880819 -0.496511 1.136497 -0.13 0.08 -0.78 0.199
H -1.113971 -0.993019 -0.600579 -0.01 0.48 0.43 0.224
H -0.427669 1.813885 0.227669 -0.26 -0.67 -0.41 0.359
H -1.918876 1.345324 -0.227121 -0.23 -0.30 0.07 0.360
```
Positions in Å, forces in eV/Å.

***

Record 2
# C3H5N

A 2-piece molecular cluster, C3H5N overall in a non-equilibrium geometry (wB97M-V/def2-TZVPD, the OMol25 dataset).

Results
Gap between HOMO and LUMO (spin up / spin down)   9.26 / 9.26 eV
Electronic energy   -4676.2577 eV
ΔE to the lowest compared entry with this formula, charge and spin   5.599 eV
HOMO energy (spin up / spin down)   -8.582 / -8.582 eV

The geometry in XYZ format:
```
9
Properties=species:S:1:pos:R:3:forces:R:3:nbo_charge:R:1
C -1.479720 0.467687 0.167804 2.72 -2.62 -0.71 0.064
C -0.204560 0.095152 -0.270391 0.90 0.75 -3.66 0.120
C 1.114840 -0.389812 0.332450 0.25 0.78 0.39 -0.681
N -1.414714 -0.695101 -0.299435 -0.35 -0.74 -0.15 -0.300
H -2.190825 1.032366 0.545104 -3.06 2.90 1.83 0.199
H -0.188471 0.952698 -1.996895 0.70 -1.50 2.81 -0.109
H 1.357638 -1.483121 0.232421 -0.85 1.01 -0.13 0.239
H 1.036231 -0.133592 1.428592 0.46 -0.31 -0.99 0.222
H 1.969577 0.153725 -0.139651 -0.77 -0.26 0.61 0.247
```
Positions in Å, forces in eV/Å.

***

Record 3
# C3H5N2

An isolated ion of composition C3H5N2 and charge +1 in a non-equilibrium geometry (wB97M-V/def2-TZVPD, the OMol25 dataset).

Results
Gap between HOMO and LUMO   5.59 eV
Electronic energy   -6156.0899 eV
ΔE to the lowest compared entry with this formula, charge and spin   9.803 eV
Charge   +1
HOMO energy   -15.642 eV

The geometry in XYZ format:
```
10
Properties=species:S:1:pos:R:3:forces:R:3:nbo_charge:R:1
C 0.142189 -1.010612 0.629829 6.08 -2.81 2.26 0.092
C -0.423305 -0.190947 -0.533337 0.93 5.66 1.28 -0.274
N -1.522069 0.714487 -0.463707 1.47 -1.52 0.98 0.029
C 0.931187 0.612231 0.068016 2.10 -0.15 -2.05 -0.239
N 1.481399 -0.724731 0.809570 -8.26 0.61 -2.95 -0.108
H -0.359974 -1.716108 1.273591 -0.78 -0.18 -0.04 0.262
H -0.242166 -0.336385 -1.609563 0.06 -1.15 -0.10 0.356
H -2.489850 0.344497 -0.436730 0.20 -0.58 -0.39 0.376
H 0.826809 1.207031 0.939872 -0.97 1.19 0.12 0.240
H 1.655779 1.100537 -0.677542 -0.84 -1.08 0.88 0.265
```
Positions in Å, forces in eV/Å.

***

Record 4
# C3H5N2O

C3H5N2O as an isolated structure in a non-equilibrium geometry (wB97M-V/def2-TZVPD, the OMol25 dataset).

Results
Gap between HOMO and LUMO (spin up / spin down)   8.83 / 8.83 eV
Electronic energy   -8205.5010 eV
ΔE to the lowest compared entry with this formula, charge and spin   7.692 eV
Charge   +1
HOMO energy (spin up / spin down)   -16.044 / -16.044 eV

The geometry in XYZ format:
```
11
Properties=species:S:1:pos:R:3:forces:R:3:nbo_charge:R:1
C -1.291111 -0.245294 0.020148 2.03 0.01 0.66 -0.026
C -1.388048 1.110946 0.075201 -2.33 -1.36 -0.78 -0.085
C 0.150871 -0.530027 -0.093009 0.38 -1.24 1.93 -0.400
N 0.769427 0.766206 -0.021379 -0.63 1.78 -1.70 0.114
N -0.257687 1.764273 0.113354 6.40 -1.28 -0.48 -0.010
O 2.521995 0.542333 -0.056563 -4.87 -0.29 1.82 -0.382
H -2.143867 -0.864686 0.195832 -0.02 -0.80 -0.42 0.276
H -2.382356 1.528825 -0.062173 0.52 0.99 0.61 0.277
H 0.707687 -0.818825 0.884882 -1.37 -0.52 -0.48 0.380
H 0.439427 -1.405179 -0.739091 0.20 1.35 -0.01 0.350
H 2.931798 1.110445 -0.702672 -0.31 1.35 -1.14 0.505
```
Positions in Å, forces in eV/Å.

***

Record 5
# C3H5N2OS

An isolated ion of composition C3H5N2OS and charge +1 in a non-equilibrium geometry (wB97M-V/def2-TZVPD, the OMol25 dataset).

Results
Gap between HOMO and LUMO (spin up / spin down)   7.59 / 7.59 eV
Electronic energy   -19043.1317 eV
ΔE to the lowest compared entry with this formula, charge and spin   4.163 eV
Charge   +1
HOMO energy (spin up / spin down)   -12.444 / -12.444 eV

The geometry in XYZ format:
```
12
Properties=species:S:1:pos:R:3:forces:R:3:nbo_charge:R:1
C 0.320174 -0.673081 -0.453553 -0.57 -0.71 -0.09 -0.067
C -2.103569 -0.304698 -0.047844 -0.27 0.66 1.11 0.910
C 0.356088 1.211766 0.966376 -1.30 1.64 -0.12 -0.223
N 0.875897 0.338303 0.180975 2.06 0.79 -0.50 -0.327
N -1.039033 -0.993644 -0.212936 0.19 0.76 -0.19 -0.564
O -3.075496 0.081426 0.404406 -0.07 0.20 -0.35 -0.283
S 2.598947 0.678005 -0.268159 -1.42 -2.41 -1.17 0.301
H 0.896833 -1.473742 -0.825753 0.22 -0.62 -0.24 0.228
H -0.715849 1.190074 1.057848 -0.23 -0.13 0.65 0.170
H 0.794873 2.203435 1.018723 0.29 -0.38 0.42 0.235
H -1.346448 -1.836510 -0.634865 0.12 -1.61 -0.55 0.474
H 2.437583 -0.421333 -1.185216 0.99 1.82 1.04 0.147
```
Positions in Å, forces in eV/Å.

***

Record 6
# C3H5N2P

One molecule with the formula C3H5N2P in a non-equilibrium geometry (wB97M-V/def2-TZVPD, the OMol25 dataset).

Results
Gap between HOMO and LUMO (spin up / spin down)   7.91 / 7.91 eV
Electronic energy   -15456.7594 eV
ΔE to the lowest compared entry with this formula, charge and spin   3.564 eV
HOMO energy (spin up / spin down)   -7.782 / -7.782 eV

The geometry in XYZ format:
```
11
Properties=species:S:1:pos:R:3:forces:R:3:nbo_charge:R:1
C -1.465975 1.107822 -0.146906 -0.39 1.85 1.52 -0.220
C -0.009933 1.273044 -0.151878 1.43 -0.81 0.42 0.120
C -2.396072 -1.160051 -0.325567 0.07 0.10 -0.66 0.098
N -1.929053 -0.099900 -0.120491 -0.20 0.19 -0.44 -0.203
N 0.640831 0.151486 -0.134345 -1.77 2.16 -0.21 -0.814
P 2.252394 -0.278024 -0.196959 0.45 -0.94 0.79 0.517
H -2.161124 1.842533 0.340508 0.87 -0.45 -0.94 0.213
H 0.499365 2.326354 -0.074750 -1.18 -1.74 -0.22 0.171
H -2.528640 -2.036050 0.245699 -0.12 -0.68 0.62 0.211
H 1.830505 -1.628368 -0.057237 0.79 -0.27 -0.51 -0.042
H 2.515392 -0.399248 1.222713 0.06 0.59 -0.35 -0.050
```
Positions in Å, forces in eV/Å.

***

Record 7
# C3H5N2PS

One molecule with the formula C3H5N2PS in a non-equilibrium geometry (wB97M-V/def2-TZVPD, the OMol25 dataset).

Results
Gap between HOMO and LUMO   8.64 eV
Electronic energy   -26293.8863 eV
ΔE to the lowest compared entry with this formula, charge and spin   1.474 eV
HOMO energy   -8.265 eV

The geometry in XYZ format:
```
12
Properties=species:S:1:pos:R:3:forces:R:3:nbo_charge:R:1
C -1.100099 0.617175 0.781697 -0.28 1.11 -0.80 0.045
C 1.046143 -1.060726 0.793891 -3.12 1.32 1.39 0.174
C -0.448330 1.216604 -0.443321 0.14 -0.35 -0.20 -0.781
N -0.692268 -0.321397 1.478806 3.21 -2.28 -0.44 -0.373
N 1.090810 -0.995597 -0.523052 0.20 -0.03 -0.68 -0.905
P 0.038444 -0.136451 -1.620418 0.02 0.30 0.42 0.776
S 2.008645 -1.675014 1.888547 0.26 -0.13 0.31 0.010
H -2.061068 1.054860 1.066323 -0.09 0.08 0.14 0.184
H -1.119403 1.904408 -0.960813 0.02 -0.02 0.05 0.246
H 0.456012 1.765184 -0.155646 -0.09 -0.04 -0.12 0.258
H 1.893362 -1.459865 -0.938686 -0.06 0.10 0.09 0.420
H -1.112247 -0.909182 -1.367328 -0.20 -0.06 -0.16 -0.055
```
Positions in Å, forces in eV/Å.

***

Record 8
# C3H5N3

One molecule with the formula C3H5N3 (wB97M-V/def2-TZVPD, the OMol25 dataset).

Results
Gap between HOMO and LUMO   9.49 eV
Electronic energy   -7661.8512 eV
ΔE to the lowest compared entry with this formula, charge and spin   0.604 eV
HOMO energy   -8.352 eV
SMILES   Nc1cc[nH]n1

The geometry in XYZ format:
```
11
Properties=species:S:1:pos:R:3:forces:R:3:nbo_charge:R:1
N 1.157509 -1.530341 0.734387 0.02 0.03 0.00 -0.812
C 0.436002 -0.468993 0.180444 0.04 0.03 -0.18 0.300
C -0.603963 0.292653 0.772255 0.04 0.39 0.33 -0.396
C -1.006693 1.155296 -0.210439 0.17 0.13 -0.17 -0.028
N -0.219129 0.923296 -1.281974 -0.02 0.16 -0.02 -0.349
N 0.690501 -0.052990 -1.050716 -0.15 -0.22 0.14 -0.328
H 0.601935 -2.171046 1.287596 0.02 0.24 -0.10 0.377
H 1.666821 -2.036708 0.020607 -0.01 0.10 0.09 0.384
H -0.858766 0.453062 1.807486 -0.24 -0.71 0.02 0.230
H -1.813811 1.876827 -0.216803 0.32 0.06 -0.02 0.217
H -0.050405 1.558943 -2.042843 -0.19 -0.22 -0.10 0.404
```
Positions in Å, forces in eV/Å.

***

Record 9
# C3H5N3

One molecule with the formula C3H5N3 in a non-equilibrium geometry (wB97M-V/def2-TZVPD, the OMol25 dataset).

Results
Gap between HOMO and LUMO (spin up / spin down)   7.60 / 7.52 eV
Electronic energy   -7658.5228 eV
ΔE to the lowest compared entry with this formula, charge and spin   3.933 eV
HOMO energy (spin up / spin down)   -7.852 / -7.656 eV

The geometry in XYZ format:
```
11
Properties=species:S:1:pos:R:3:forces:R:3:nbo_charge:R:1
C -1.470283 -0.451668 0.179507 -0.75 -0.71 -0.10 -0.275
N -0.161419 -0.259925 0.174727 0.36 0.15 -0.12 -0.276
C 0.272164 1.090836 -0.184378 -0.37 0.03 -0.11 -0.129
N 1.681858 0.964780 -0.494955 -0.35 0.04 -0.29 -0.215
N 2.029752 -0.220432 -0.178583 -0.11 -0.30 0.28 -0.167
C 0.976507 -0.977867 0.266086 -0.01 0.31 0.22 0.030
H -2.029529 -0.025786 -0.640006 -0.06 0.63 0.33 0.185
H -0.481304 1.375442 -0.927775 0.80 0.58 -0.61 0.218
H -1.944489 -1.251456 0.704265 0.24 -0.61 0.18 0.191
H 0.112146 1.795599 0.640686 0.20 -0.37 0.17 0.225
H 1.014597 -2.039527 0.460424 0.05 0.24 0.06 0.213
```
Positions in Å, forces in eV/Å.

***

Record 10
# C3H5N3

One molecule with the formula C3H5N3 in a non-equilibrium geometry (wB97M-V/def2-TZVPD, the OMol25 dataset).

Results
Gap between HOMO and LUMO   10.48 eV
Electronic energy   -7661.5414 eV
ΔE to the lowest compared entry with this formula, charge and spin   0.914 eV
HOMO energy   -9.853 eV
SMILES   C/N=C(\N)C#N

The geometry in XYZ format:
```
11
Properties=species:S:1:pos:R:3:forces:R:3:nbo_charge:R:1
C -1.039334 0.967484 0.944292 -0.15 0.03 0.03 -0.459
N 0.347906 0.721263 0.617036 0.09 -0.24 -0.25 -0.423
C 0.650659 -0.188738 -0.216798 0.02 0.21 0.17 0.327
N -0.141328 -1.065147 -0.912853 -0.13 0.02 0.01 -0.815
C 2.076218 -0.326381 -0.514302 1.07 -0.05 -0.20 0.236
N 3.204469 -0.413782 -0.751411 -1.12 0.01 0.19 -0.279
H -1.081172 1.826497 1.618784 -0.06 -0.17 -0.12 0.216
H -1.643170 1.208966 0.056401 0.09 -0.08 0.07 0.188
H -1.509796 0.116863 1.459708 0.09 0.05 -0.10 0.191
H -1.135921 -1.105645 -0.766094 0.15 0.09 0.05 0.405
H 0.271470 -1.741380 -1.534763 -0.05 0.14 0.14 0.412
```
Positions in Å, forces in eV/Å.